# 1
Below is C12H17BrF7N5O2P2S2Sc as an isolated structure, with properties calculated with wB97M-V/def2-TZVPD.

XYZ file:
```
49
Properties=species:S:1:pos:R:3:forces:R:3:mulliken_spin:R:1
Sc -1.261499 -0.135543 -0.524346 0.1 0.1 0.1 0.000
S 1.428445 -0.314703 3.385988 0.0 0.0 0.0 0.557
C 1.886197 1.129505 2.707069 0.0 0.0 0.0 -0.059
C 3.272950 1.523801 2.706153 0.0 -0.1 0.0 0.005
N 4.379000 1.833339 2.709985 0.0 0.0 0.0 -0.034
C 0.968056 2.018215 2.125528 0.0 0.0 0.0 0.202
S -0.715929 1.686314 2.113236 0.0 0.0 0.0 0.185
C 1.414519 3.233205 1.530168 0.0 -0.1 0.0 -0.004
N 1.730667 4.217354 1.023767 0.0 0.0 0.0 0.124
F 0.907757 -0.303715 -0.144513 0.0 0.0 0.0 -0.004
P 2.395558 -0.342110 -0.980277 0.0 -0.1 0.0 -0.001
F 3.115081 -0.578198 0.412938 0.0 0.0 0.0 0.001
F 3.747452 -0.333117 -1.802856 0.0 0.0 0.0 0.000
F 2.462757 1.264913 -0.764758 0.0 0.0 0.0 0.004
F 1.529256 -0.061537 -2.351222 0.0 0.0 0.0 0.000
F 2.173252 -1.906065 -1.187446 0.0 0.0 0.0 -0.001
C -1.610083 -1.431973 -2.232525 0.0 0.0 0.0 0.004
H -0.762113 -2.103133 -2.415410 0.0 0.0 0.0 0.000
H -1.752576 -0.838857 -3.143463 0.0 0.0 0.0 0.000
H -2.504331 -2.050621 -2.102689 0.0 0.0 0.0 0.000
Br -3.003166 -2.382124 4.709909 0.0 0.0 0.0 0.000
C -1.799352 -2.545837 3.270629 0.0 0.0 0.0 -0.001
C -0.789608 -3.491158 3.294794 0.0 0.0 0.0 -0.003
C 0.068270 -3.559388 2.209660 0.0 0.0 0.0 0.002
C -0.105454 -2.676732 1.159880 0.0 0.0 0.0 0.008
N -1.080875 -1.761628 1.149241 0.0 0.0 0.0 0.010
C -1.924610 -1.701331 2.182498 0.0 0.0 0.0 -0.003
H -0.677942 -4.154305 4.141752 0.0 0.0 0.0 0.000
H 0.872704 -4.280115 2.179168 0.0 0.0 0.0 -0.001
H 0.557759 -2.689522 0.305658 0.0 0.0 0.0 -0.006
H -2.706648 -0.955576 2.123900 0.0 0.0 0.0 0.000
N -1.338968 4.403632 0.190910 0.0 0.0 0.0 -0.001
C -1.725220 4.239425 -1.212575 0.0 0.0 0.0 0.000
P -0.776953 2.956398 -2.067079 0.0 0.1 0.0 0.000
O -0.716445 1.735304 -1.164242 -0.1 0.0 -0.1 0.011
O -1.176431 2.807126 -3.492116 0.0 0.0 0.0 0.001
C 0.981931 3.514932 -2.186017 0.0 0.0 0.0 0.002
N 1.532451 2.573039 -3.213684 0.0 0.0 0.0 0.000
H -1.052633 2.743723 1.306975 0.0 0.0 0.0 -0.001
H -2.018308 4.979022 0.674207 0.0 0.0 0.0 0.000
H -0.441843 4.869386 0.276516 0.0 0.0 0.0 0.000
H -1.680835 5.156001 -1.810863 0.0 0.0 0.0 0.000
H -2.754037 3.874130 -1.263453 0.0 0.0 0.0 0.000
H 1.561217 3.423446 -1.273665 0.0 0.0 0.0 -0.001
H 1.044029 4.526433 -2.584434 0.0 0.0 0.0 0.001
H 2.427000 2.872320 -3.592806 0.0 0.0 0.0 0.000
H 0.811548 2.499236 -3.951908 0.0 0.0 0.0 0.000
H 1.645957 1.628958 -2.804874 0.0 0.0 0.0 0.000
F -2.898702 0.345779 0.278074 0.0 0.0 0.0 0.001
```
Forces are in eV/Å.

Output
- Highest occupied orbital energy (spin up / spin down): -8.7 / -8.7 eV
- Multiplicity: 2
- ⟨S²⟩: 0.79
- Orbital gap (spin up / spin down): 7.821 / 5.782 eV
- Lowest unoccupied orbital energy (spin up / spin down): -0.884 / -2.968 eV
- Energy: -174289.975 eV

---

# 2
Below is C12H17Cl2F5O2Ti as an isolated structure, with properties calculated with wB97M-V/def2-TZVPD.

XYZ file:
```
39
Properties=species:S:1:pos:R:3:forces:R:3:mulliken_charge:R:1
C 0.602624 1.813680 -0.494989 0.4 -1.2 -0.7 0.713
C 0.634990 1.093260 -1.741268 0.8 -0.2 0.9 0.381
C 1.286614 -0.182190 -1.483353 -0.1 0.7 0.6 0.885
C 0.299095 1.626371 -3.085272 -0.1 0.3 -0.6 -1.587
C 1.638763 -0.193139 -0.081449 -0.3 1.2 -1.2 0.444
C 1.232205 1.032879 0.511711 0.8 -0.6 -1.2 1.301
C 1.686239 1.530565 1.827382 0.2 0.2 0.3 -1.604
C 0.203704 3.225764 -0.343946 -0.5 0.6 0.3 -1.859
C 1.818108 -1.129544 -2.522647 0.1 -0.3 -0.2 -1.474
C 2.493175 -1.231446 0.548876 -0.2 -0.5 0.5 -2.050
Ti -0.960305 -0.290166 -1.055414 1.8 1.8 6.2 0.723
Cl -1.727195 -1.412439 -2.593269 -1.4 -2.2 -3.2 -0.472
Cl -2.568065 1.212323 -0.483034 0.0 0.0 -0.4 -0.422
O -0.921740 -1.370436 0.409958 0.1 -0.3 -1.3 -0.531
H -0.012468 2.677178 -3.015241 -0.3 -0.4 0.0 0.387
H -0.477721 1.010467 -3.572543 0.2 0.5 -0.1 0.194
H 1.181034 1.643374 -3.741909 0.0 -0.2 0.0 0.298
H 0.982351 -1.709546 -2.954312 0.7 0.0 -0.1 0.181
H 2.572686 -1.809434 -2.092506 -0.5 0.1 0.0 0.423
H 2.370372 -0.610082 -3.328029 -0.4 0.0 0.1 0.311
H 2.272717 -2.229384 0.136133 0.1 0.3 0.2 0.456
H 2.314489 -1.266174 1.633435 0.1 -0.1 -0.3 0.503
H 3.568315 -1.022604 0.390820 -0.3 0.0 0.0 0.244
H 2.119571 0.714744 2.419688 -0.2 0.3 0.0 0.371
H 0.834431 1.914140 2.434089 -0.1 -0.3 0.3 0.373
H 2.457952 2.320585 1.724082 -0.2 -0.2 -0.2 0.249
H -0.540102 3.524595 -1.084466 0.0 0.0 0.0 0.441
H 1.067158 3.894671 -0.454505 0.1 -0.1 0.0 0.292
H -0.216424 3.425148 0.647098 0.0 -0.2 -0.1 0.401
H -0.915140 -2.336886 0.569564 -0.3 1.1 0.0 0.237
O -0.285110 1.408152 3.678466 -2.9 -0.7 -0.4 -1.155
H -1.230284 1.044743 3.434610 2.8 1.0 0.7 0.167
F -4.489068 -1.114509 2.088752 -2.2 0.0 -0.1 -0.220
C -3.368379 -1.784800 2.389996 4.6 0.4 -3.0 -0.213
F -3.287577 -1.971659 3.717041 -0.7 -1.1 1.6 -0.213
C -3.195812 -3.065825 1.578338 -1.0 3.9 2.1 0.747
F -4.075623 -3.995708 2.000879 -0.5 -2.3 -0.6 -0.342
F -3.425053 -2.796948 0.269086 0.1 -0.9 0.3 -0.287
F -1.940530 -3.589720 1.718146 -0.5 -0.5 -0.2 -0.292
```
Forces are in eV/Å.

Output
- Highest occupied orbital energy (spin up / spin down): 0.8 / 1.5 eV
- Net charge: -2
- Orbital gap (spin up / spin down): 3.659 / 2.978 eV
- Lowest unoccupied orbital energy (spin up / spin down): 4.427 / 4.429 eV
- Energy: -78562.264 eV

---

# 3
Below is C12H17Cl2N3O2W as an isolated structure, with properties calculated with wB97M-V/def2-TZVPD.

XYZ file:
```
37
Properties=species:S:1:pos:R:3:forces:R:3:mulliken_charge:R:1
C -1.193425 0.430491 -1.239002 0.3 0.3 0.1 0.842
C 0.069968 0.703111 -1.851722 -0.4 -0.2 0.1 -0.004
C 0.847383 1.483251 -0.949784 -0.3 -0.4 0.1 0.832
C 0.447824 0.341356 -3.251367 0.1 -0.1 -0.1 -1.400
C 0.068341 1.707949 0.230831 0.1 -0.1 0.1 0.645
C -1.198103 1.067687 0.059081 -0.2 -0.3 -0.4 0.910
C -2.367970 1.130507 0.990891 0.1 0.0 0.1 -1.602
C -2.344278 -0.231618 -1.924196 0.0 0.0 0.0 -1.541
C 2.177059 2.084319 -1.284096 0.1 -0.2 0.2 -1.679
C 0.461559 2.593022 1.376456 0.0 -0.2 0.1 -1.701
W 0.311807 -0.698894 0.196036 0.9 -2.6 2.7 1.095
Cl 1.455518 -1.989170 -1.476799 -0.3 1.2 0.1 -0.279
Cl -1.346443 -2.141229 0.385105 -0.9 0.4 0.0 -0.118
O 0.122910 -0.446584 2.316123 1.1 1.1 -2.8 -0.709
H -0.040928 -0.586531 -3.558493 0.1 0.1 0.0 0.361
H 1.529368 0.208362 -3.333464 -0.2 -0.1 -0.1 0.391
H 0.151974 1.127636 -3.962954 0.0 -0.1 0.3 0.337
H 2.821899 1.345733 -1.773126 0.0 0.2 0.1 0.389
H 2.666746 2.448307 -0.378264 0.1 0.0 -0.2 0.373
H 2.054239 2.933411 -1.975981 -0.1 -0.3 0.2 0.317
H 1.535361 2.503090 1.576424 -0.2 0.1 0.1 0.433
H -0.098199 2.310717 2.274329 0.2 0.1 -0.2 0.355
H 0.244096 3.648145 1.146971 0.0 -0.3 0.0 0.308
H -2.010821 1.220903 2.019907 -0.2 -0.1 -0.1 0.348
H -2.974805 0.222792 0.916239 0.1 0.2 0.1 0.353
H -2.995820 2.002438 0.753042 0.2 -0.2 0.0 0.327
H -2.002602 -1.119598 -2.462789 -0.1 0.1 0.1 0.442
H -2.801757 0.456116 -2.651660 0.1 -0.1 0.2 0.323
H -3.098898 -0.525488 -1.194224 0.0 0.0 -0.2 0.375
H 1.044954 -0.351090 2.642394 -0.8 -0.4 0.1 0.288
O -3.738838 -2.357153 2.696400 0.2 0.2 -0.3 -0.611
H -3.919694 -2.185749 3.636236 0.3 0.0 -0.2 0.240
N 1.422037 -2.369836 1.195805 -1.0 2.6 -0.8 -0.366
C 1.902062 -3.311128 1.668755 1.2 -2.4 0.9 0.426
N 2.374179 -4.410938 2.163234 -2.3 1.9 -0.9 -0.598
C 3.646663 -4.508213 2.385063 4.1 -1.1 1.0 0.440
N 4.776633 -4.736123 2.638598 -2.3 0.7 -0.6 -0.540
```
Forces are in eV/Å.

Output
- Highest occupied orbital energy (spin up / spin down): -7.3 / -7.3 eV
- Orbital gap (spin up / spin down): 3.369 / 3.349 eV
- Lowest unoccupied orbital energy (spin up / spin down): -3.975 / -3.973 eV
- Energy: -48151.154 eV

---

Repeat the second record exactly.
Below is C12H17Cl2F5O2Ti as an isolated structure, with properties calculated with wB97M-V/def2-TZVPD.

XYZ file:
```
39
Properties=species:S:1:pos:R:3:forces:R:3:mulliken_charge:R:1
C 0.602624 1.813680 -0.494989 0.4 -1.2 -0.7 0.713
C 0.634990 1.093260 -1.741268 0.8 -0.2 0.9 0.381
C 1.286614 -0.182190 -1.483353 -0.1 0.7 0.6 0.885
C 0.299095 1.626371 -3.085272 -0.1 0.3 -0.6 -1.587
C 1.638763 -0.193139 -0.081449 -0.3 1.2 -1.2 0.444
C 1.232205 1.032879 0.511711 0.8 -0.6 -1.2 1.301
C 1.686239 1.530565 1.827382 0.2 0.2 0.3 -1.604
C 0.203704 3.225764 -0.343946 -0.5 0.6 0.3 -1.859
C 1.818108 -1.129544 -2.522647 0.1 -0.3 -0.2 -1.474
C 2.493175 -1.231446 0.548876 -0.2 -0.5 0.5 -2.050
Ti -0.960305 -0.290166 -1.055414 1.8 1.8 6.2 0.723
Cl -1.727195 -1.412439 -2.593269 -1.4 -2.2 -3.2 -0.472
Cl -2.568065 1.212323 -0.483034 0.0 0.0 -0.4 -0.422
O -0.921740 -1.370436 0.409958 0.1 -0.3 -1.3 -0.531
H -0.012468 2.677178 -3.015241 -0.3 -0.4 0.0 0.387
H -0.477721 1.010467 -3.572543 0.2 0.5 -0.1 0.194
H 1.181034 1.643374 -3.741909 0.0 -0.2 0.0 0.298
H 0.982351 -1.709546 -2.954312 0.7 0.0 -0.1 0.181
H 2.572686 -1.809434 -2.092506 -0.5 0.1 0.0 0.423
H 2.370372 -0.610082 -3.328029 -0.4 0.0 0.1 0.311
H 2.272717 -2.229384 0.136133 0.1 0.3 0.2 0.456
H 2.314489 -1.266174 1.633435 0.1 -0.1 -0.3 0.503
H 3.568315 -1.022604 0.390820 -0.3 0.0 0.0 0.244
H 2.119571 0.714744 2.419688 -0.2 0.3 0.0 0.371
H 0.834431 1.914140 2.434089 -0.1 -0.3 0.3 0.373
H 2.457952 2.320585 1.724082 -0.2 -0.2 -0.2 0.249
H -0.540102 3.524595 -1.084466 0.0 0.0 0.0 0.441
H 1.067158 3.894671 -0.454505 0.1 -0.1 0.0 0.292
H -0.216424 3.425148 0.647098 0.0 -0.2 -0.1 0.401
H -0.915140 -2.336886 0.569564 -0.3 1.1 0.0 0.237
O -0.285110 1.408152 3.678466 -2.9 -0.7 -0.4 -1.155
H -1.230284 1.044743 3.434610 2.8 1.0 0.7 0.167
F -4.489068 -1.114509 2.088752 -2.2 0.0 -0.1 -0.220
C -3.368379 -1.784800 2.389996 4.6 0.4 -3.0 -0.213
F -3.287577 -1.971659 3.717041 -0.7 -1.1 1.6 -0.213
C -3.195812 -3.065825 1.578338 -1.0 3.9 2.1 0.747
F -4.075623 -3.995708 2.000879 -0.5 -2.3 -0.6 -0.342
F -3.425053 -2.796948 0.269086 0.1 -0.9 0.3 -0.287
F -1.940530 -3.589720 1.718146 -0.5 -0.5 -0.2 -0.292
```
Forces are in eV/Å.

Output
- Highest occupied orbital energy (spin up / spin down): 0.8 / 1.5 eV
- Net charge: -2
- Orbital gap (spin up / spin down): 3.659 / 2.978 eV
- Lowest unoccupied orbital energy (spin up / spin down): 4.427 / 4.429 eV
- Energy: -78562.264 eV

---

> Among the records above, which one has the highest energy?

C12H17Cl2N3O2W